No. 1
The following is a quantum chemistry calculation of an isolated molecule of C21H28N4O3, from the OMol25 dataset.

Computed properties:
largest force on an atom = 0.01662 Eh/bohr
E_LUMO = 0.36 eV
structure (SMILES) = CC[C@@](C)(C(=O)NC1CCCCC1)N(Cc1ccco1)C(=O)c1cnccn1
orbital gap = 8.91 eV
relative energy (zero: lowest compared OMol25 entry of this formula, charge and spin) = 2.392 eV

Last column: Löwdin charge in e.
Atoms and positions in Å:
O 1.8509 -0.8278 -2.4700  0.06
O 1.1222 1.8621 2.4640  0.09
O -1.8417 1.2298 -1.8751  0.08
N 5.1681 2.2984 1.0495  0.08
N -1.4141 -0.4701 -0.4676  0.13
N 0.7603 1.3739 0.2555  0.04
N 3.4936 0.0992 1.1960  0.14
C 1.9412 -2.6015 -1.1348  -0.07
C 2.0476 -2.1570 -2.4141  -0.12
C -1.3624 0.8171 -0.8380  -0.46
C 1.6161 -0.4043 -1.2103  -0.25
C 1.5207 1.5415 1.3625  -0.41
C -1.4003 1.5895 1.5144  -0.01
C -4.0206 -1.7048 0.4455  -0.20
C 3.0039 1.3328 1.1783  -0.19
C -2.1498 -1.4606 -1.2337  -0.29
C 5.6496 1.0637 1.0442  -0.12
C -2.0653 -3.2687 0.5373  -0.19
C -1.6750 -2.8690 -0.8848  -0.14
C 0.1467 4.1937 0.3430  -0.07
C 1.3928 1.0644 -1.0133  -0.05
C -3.6574 -1.3220 -0.9856  -0.14
C 1.6568 -1.4573 -0.3461  -0.06
C -0.7972 3.2036 -0.3262  -0.16
C -3.5707 -3.1318 0.7435  -0.20
C 4.8090 -0.0365 1.1325  -0.10
C 3.8581 2.4383 1.1307  -0.07
C -0.6601 1.7527 0.1832  -0.36
H -1.7565 -4.3001 0.7186  0.11
H 5.1824 -1.0508 1.1541  0.11
H -1.9504 -1.2472 -2.2912  0.15
H -1.5428 -2.6425 1.2646  0.11
H -1.1665 2.4043 2.1916  0.08
H -0.1109 5.2054 0.0392  0.08
H 2.2509 -2.6609 -3.3377  0.12
H -3.9537 -0.2934 -1.1950  0.11
H -4.1852 -1.9737 -1.6840  0.12
H -2.1362 -3.5646 -1.5883  0.12
H 1.1786 4.0076 0.0515  0.06
H 3.4796 3.4511 1.1546  0.12
H 1.5262 -1.4264 0.7148  0.11
H -0.6346 3.2185 -1.4057  0.11
H -5.0998 -1.6183 0.5843  0.11
H -3.8312 -3.3998 1.7693  0.11
H -1.1306 0.6635 2.0147  0.09
H 2.3562 1.5876 -1.0884  0.14
H 0.0822 4.1330 1.4261  0.07
H -3.5405 -1.0161 1.1442  0.10
H -1.8309 3.5089 -0.1589  0.13
H 0.7661 1.4313 -1.8302  0.14
H -0.9968 -0.7615 0.3999  0.12
H -4.0912 -3.8210 0.0747  0.11
H 6.7241 0.9677 0.9765  0.10
H 2.0536 -3.6085 -0.7887  0.10
H -0.5931 -2.9336 -1.0107  0.09
H -2.4720 1.5903 1.3197  0.10

No. 2
The following is a quantum chemistry calculation of a structure of composition C8H14BBr3Cl3NO5P, from the OMol25 dataset.

Computed properties:
largest force on an atom = 0.15611 Eh/bohr
E_LUMO = 2.32 eV
orbital gap = 6.82 eV
net charge = -1

Last column: Löwdin charge in e.
Atoms and positions in Å:
Br 5.0650 -2.5503 1.0548  0.56
Br 3.6951 -1.3187 -1.5894  0.71
Br 6.8202 -2.1046 -1.6108  0.50
Cl -0.3983 0.3561 2.0898  0.67
Cl -3.9367 -0.3564 -1.1972  0.51
Cl -2.7211 2.1162 -2.1832  0.47
P -1.9045 -2.4397 -0.3159  0.94
O -2.2759 -3.0829 -1.8877  -0.33
O 1.2278 0.2094 -1.8235  -0.05
O 0.2720 -2.6070 2.1801  -0.30
O 1.3886 -2.6271 0.0253  -0.19
O -3.1373 -2.7561 0.8691  -0.34
N -1.3868 -0.7359 -0.3556  -0.28
C -2.5395 0.1765 -0.0356  -0.66
C 0.5420 -1.9760 0.8448  -0.50
C -3.4391 2.5985 0.4954  -0.16
C -0.1528 -0.5002 0.4696  -0.59
C 5.0605 -2.5150 -0.8902  -1.57
C -2.2961 1.7691 -0.4017  -0.64
C 2.1426 1.2512 0.4825  -0.21
C 1.6369 2.7966 0.7170  -0.16
B 1.0591 0.3164 -0.3549  -0.46
H -3.8211 3.5569 -0.1016  0.08
H 1.6909 3.4484 -0.2753  0.09
H -2.8540 -2.2013 1.6768  0.07
H 2.3702 0.6941 1.5108  0.12
H 2.2803 3.2853 1.5905  0.08
H -1.2651 2.1959 -0.0522  0.09
H 3.1136 1.3038 -0.2089  0.09
H 0.5090 2.8779 1.0920  0.05
H -4.3110 1.8791 0.8028  0.08
H 4.8043 -3.5246 -1.2277  -0.02
H -2.8530 3.0483 1.4332  0.09
H -3.1276 -3.6180 -1.7463  0.06
H 1.7504 1.0203 -2.1274  0.11
H -3.0084 0.0138 1.0505  0.11

No. 3
The following is a quantum chemistry calculation of an isolated molecule of C9H12ClN3, from the OMol25 dataset.

Computed properties:
largest force on an atom = 0.16068 Eh/bohr
E_LUMO = 0.63 eV
structure (SMILES) = C/N=C(/NC)Nc1cccc(Cl)c1
orbital gap = 8.66 eV
relative energy (zero: lowest compared OMol25 entry of this formula, charge and spin) = 4.727 eV

Last column: Löwdin charge in e.
Atoms and positions in Å:
Cl -3.1371 -1.3083 -0.6346  0.60
N 1.3574 0.4774 0.3679  0.05
N 3.2828 -0.3503 -0.7265  0.03
N 1.7887 -1.9092 0.1869  0.01
C -2.0140 0.0923 -0.3631  -0.65
C -0.3479 2.2513 0.5570  -0.05
C -2.4934 1.2338 0.0557  -0.15
C 0.0892 0.9109 0.2321  -0.27
C 2.1960 -0.5584 -0.1072  -0.47
C -1.6968 2.4569 0.4519  -0.04
C 0.8094 -2.0210 1.4743  -0.05
C 3.5882 1.1527 -0.9196  -0.13
C -0.6911 -0.1703 -0.2114  -0.12
H -3.5452 1.1451 0.1924  0.08
H -0.1507 -1.0931 -0.6118  0.13
H 2.4192 -2.6406 0.0913  0.07
H 4.5149 1.3463 -1.6984  0.12
H 0.3656 -3.0096 1.2819  0.06
H 2.7624 1.7723 -1.2446  0.05
H 3.9076 1.4019 0.1238  0.06
H -0.1577 -1.3890 1.2825  0.07
H -2.4762 3.1858 1.0756  0.16
H 2.2540 1.1813 0.7137  0.21
H 1.4440 -2.0363 2.4987  0.12
H 0.3521 2.7614 1.2669  0.12

Summary of HOMO energy in eV
-8.544 -4.502 -8.030
(order as listed above)